1.
The following is a DFT calculation (the ωB97M-V functional and the def2-TZVPD basis) of a molecular structure, C31H58BrCdN4OP3.

```
99
C31H58BrCdN4OP3 | the Open Molecules 2025 dataset | the ωB97M-V functional and the def2-TZVPD basis
N 3.273 -6.608 -6.376
C 2.032 -6.761 -5.882
C 1.427 -5.774 -5.074
C 2.161 -4.613 -4.702
C 3.465 -4.501 -5.228
C 3.968 -5.500 -6.090
C 1.597 -3.599 -3.816
Cd 1.242 1.743 -1.119
P -0.422 3.823 -0.265
C 2.223 -2.491 -3.361
C 1.443 -1.489 -2.700
C 1.494 -0.145 -3.109
C 0.286 0.669 -2.930
C -0.649 0.225 -1.936
C -0.543 -1.041 -1.414
C 0.485 -1.920 -1.773
Br -1.440 1.226 0.208
H 0.542 -3.754 -3.555
H 3.286 -2.327 -3.541
H 0.403 -5.962 -4.740
H 4.089 -3.644 -4.991
H 1.527 -7.715 -6.135
H 4.982 -5.378 -6.520
H 2.320 0.176 -3.741
H 0.483 -2.916 -1.349
H 0.136 1.471 -3.686
H -1.202 -1.375 -0.657
P 2.277 1.177 1.116
C -2.028 3.808 -1.275
C -2.743 4.949 -1.968
H -2.754 3.320 -0.610
H -1.799 3.067 -2.064
H -3.623 4.478 -2.434
H -3.109 5.726 -1.290
H -2.127 5.358 -2.773
C 0.757 4.942 -1.205
C 1.003 6.415 -0.937
H 0.501 4.793 -2.263
H 1.743 4.459 -1.022
H 1.902 6.659 -1.515
H 0.212 7.078 -1.285
H 1.224 6.604 0.115
C -0.749 4.565 1.470
C -1.933 5.422 1.952
H 0.189 5.107 1.715
H -0.772 3.630 2.086
H -1.981 5.266 3.047
H -1.769 6.495 1.823
H -2.887 5.096 1.527
C 2.097 1.377 2.918
C 3.046 0.582 3.823
H 1.049 1.128 3.145
H 2.221 2.456 3.115
H 2.717 -0.459 3.945
H 4.085 0.577 3.462
H 3.051 1.050 4.817
C 3.593 2.343 0.628
C 4.301 1.977 -0.670
H 4.274 2.360 1.489
H 3.123 3.344 0.556
H 5.099 1.245 -0.487
H 3.639 1.542 -1.443
H 4.751 2.868 -1.120
C 3.049 -0.428 0.827
C 2.314 -1.663 1.332
H 4.037 -0.332 1.293
H 3.189 -0.520 -0.260
H 2.418 -2.467 0.590
H 2.755 -2.037 2.265
H 1.238 -1.512 1.497
C -1.576 -0.290 4.309
N -2.591 -0.986 3.525
C -3.518 -1.782 4.337
P -2.244 -1.547 1.989
O -0.844 -1.198 1.604
N -2.402 -3.203 2.011
C -3.636 -3.873 1.636
C -1.441 -4.012 2.756
N -3.599 -1.084 1.136
C -4.588 -0.166 1.660
C -3.611 -1.151 -0.321
H -1.039 -0.985 4.982
H -2.070 0.474 4.937
H -0.856 0.200 3.640
H -3.625 -1.292 5.317
H -4.508 -1.855 3.864
H -3.123 -2.807 4.499
H -3.533 -4.378 0.662
H -3.907 -4.621 2.396
H -4.456 -3.153 1.553
H -0.471 -4.056 2.242
H -1.268 -3.626 3.776
H -1.829 -5.036 2.847
H -4.476 0.818 1.202
H -5.586 -0.541 1.387
H -4.517 -0.085 2.739
H -3.086 -0.277 -0.730
H -3.144 -2.059 -0.725
H -4.648 -1.093 -0.678
```

Its HOMO-LUMO gap (spin up / spin down) is 0.177 / 0.176 hartree. For the energy above the lowest of the compared OMol25 structures with the same formula, charge and spin, the calculation gives 210.7 kJ/mol. As for the net charge: +2. Its spin multiplicity is 1.



2.
The following is a DFT calculation (the ωB97M-V functional and the def2-TZVPD basis) of a molecular structure, C31H58BrN4NiOP3.

```
99
C31H58BrN4NiOP3 | the Open Molecules 2025 dataset | the ωB97M-V functional and the def2-TZVPD basis
N -5.686 -0.764 3.333
C -4.655 -0.048 3.786
C -3.742 0.571 2.921
C -3.927 0.455 1.518
C -5.097 -0.198 1.054
C -5.917 -0.815 2.024
C -2.894 1.075 0.659
Ni 0.887 3.863 -2.939
P 2.213 0.339 -1.844
C -2.903 1.083 -0.722
C -2.295 2.054 -1.574
C -2.443 1.875 -2.976
C -1.505 2.503 -3.803
C -0.745 3.415 -3.137
C -0.877 3.942 -1.854
C -1.682 3.179 -1.001
Br 2.229 4.353 -4.836
H -2.175 1.616 1.265
H -3.677 0.418 -1.175
H -2.846 1.093 3.307
H -5.364 -0.289 0.001
H -4.489 -0.014 4.862
H -6.756 -1.429 1.689
H -3.176 1.171 -3.367
H -1.965 3.480 -0.003
H -1.233 2.311 -4.838
H -0.405 4.886 -1.572
P -0.163 -1.732 -0.967
C 2.572 2.028 -1.107
C 3.529 3.007 -1.752
H 2.960 1.826 -0.081
H 1.573 2.513 -1.054
H 3.762 3.812 -1.035
H 4.492 2.561 -2.030
H 3.082 3.511 -2.639
C 2.334 0.597 -3.656
C 3.735 0.850 -4.255
H 1.634 1.431 -3.888
H 1.927 -0.332 -4.118
H 3.593 1.103 -5.319
H 4.270 1.707 -3.780
H 4.380 -0.057 -4.247
C 3.570 -0.769 -1.296
C 4.982 -0.206 -1.271
H 3.483 -1.664 -1.939
H 3.232 -1.074 -0.287
H 5.657 -1.002 -0.944
H 5.301 0.107 -2.275
H 5.061 0.628 -0.561
C 0.600 -3.058 0.046
C 1.918 -3.674 -0.448
H -0.134 -3.874 0.165
H 0.741 -2.592 1.039
H 2.106 -4.633 0.077
H 1.884 -3.887 -1.532
H 2.777 -3.011 -0.251
C -0.162 -2.504 -2.642
C -1.178 -1.919 -3.628
H -0.348 -3.578 -2.509
H 0.855 -2.391 -3.045
H -1.091 -2.426 -4.603
H -2.209 -2.059 -3.278
H -1.017 -0.843 -3.787
C -1.944 -2.123 -0.525
C -2.216 -2.445 0.939
H -2.264 -2.968 -1.159
H -2.525 -1.241 -0.830
H -3.292 -2.343 1.135
H -1.924 -3.475 1.191
H -1.662 -1.757 1.596
C 2.679 -1.774 3.068
N 1.853 -1.163 4.118
C 1.677 -2.048 5.269
P 0.602 -0.134 3.605
O -0.138 -0.571 2.400
N -0.391 0.098 4.925
C -0.232 1.189 5.875
C -1.499 -0.809 5.200
N 1.405 1.329 3.405
C 2.850 1.488 3.571
C 0.778 2.356 2.571
H 2.261 -2.740 2.737
H 3.682 -1.942 3.484
H 2.775 -1.116 2.193
H 1.189 -1.511 6.090
H 1.089 -2.941 5.003
H 2.677 -2.365 5.594
H -1.144 1.805 5.882
H -0.070 0.787 6.887
H 0.614 1.831 5.595
H -1.659 -1.497 4.358
H -1.309 -1.393 6.113
H -2.414 -0.222 5.346
H 3.395 1.376 2.614
H 3.051 2.494 3.971
H 3.225 0.739 4.283
H 0.961 2.174 1.495
H -0.307 2.396 2.740
H 1.209 3.331 2.851
```

Its HOMO-LUMO gap (spin up / spin down) is 0.177 / 0.184 hartree. For the energy above the lowest of the compared OMol25 structures with the same formula, charge and spin, the calculation gives 457.7 kJ/mol. As for the expectation value of S²: 2.08. As for the net charge: +2. Its spin multiplicity is 3.



3.
The following is a DFT calculation (the ωB97M-V functional and the def2-TZVPD basis) of 2 unconnected molecules or ions with the total composition C31H58F2IN5O2PSi.

```
101
C31H58F2IN5O2PSi | the Open Molecules 2025 dataset | the ωB97M-V functional and the def2-TZVPD basis
C -4.389 0.772 -2.133
C -3.294 1.810 -2.029
C -2.037 1.425 -2.735
C -2.230 1.129 -4.203
C -1.363 0.005 -4.708
C -1.369 0.004 -6.224
C -0.015 -0.104 -6.903
C 1.054 0.845 -6.408
C 0.514 2.196 -6.002
C 1.506 3.315 -6.113
C 2.686 3.229 -5.151
C 2.242 3.367 -3.727
C 3.397 3.562 -2.741
C 3.314 2.677 -1.535
N 3.969 1.377 -1.730
N 4.492 1.132 -3.008
C 4.138 0.411 -0.823
N 4.822 -0.679 -1.126
C 4.874 -1.388 -0.088
P 5.801 -2.984 -0.327
O 6.710 -2.823 -1.431
N 4.255 -0.844 0.906
C 4.106 -1.372 2.247
F 4.536 -0.479 3.099
F 4.941 -2.381 2.355
C 2.685 -1.839 2.561
C 2.555 -3.322 2.713
Si 0.738 -3.796 2.448
C 0.251 -3.221 0.743
C 0.689 -5.662 2.475
C -0.362 -3.176 3.804
C -1.107 -2.114 3.614
C -1.903 -1.685 4.523
C -2.001 -2.300 5.665
C -1.250 -3.340 5.876
C -0.459 -3.766 4.964
N 3.721 0.352 0.444
I 2.591 1.570 1.636
H -5.079 0.905 -1.331
H -3.957 -0.201 -2.031
H -4.901 0.847 -3.063
H -3.692 2.706 -2.455
H -3.128 2.030 -0.995
H -1.643 0.534 -2.275
H -1.299 2.186 -2.587
H -1.985 2.015 -4.742
H -3.260 0.939 -4.416
H -1.750 -0.905 -4.304
H -0.388 0.185 -4.299
H -1.881 0.859 -6.599
H -1.925 -0.853 -6.529
H 0.340 -1.101 -6.734
H -0.158 -0.023 -7.954
H 1.729 1.011 -7.217
H 1.584 0.426 -5.584
H 0.084 2.139 -5.028
H -0.281 2.454 -6.670
H 0.987 4.211 -5.845
H 1.854 3.399 -7.119
H 3.117 2.266 -5.304
H 3.382 3.986 -5.447
H 1.593 4.209 -3.647
H 1.691 2.484 -3.468
H 4.351 3.513 -3.211
H 3.295 4.552 -2.360
H 3.815 3.179 -0.733
H 2.295 2.597 -1.227
H 4.051 0.333 -3.427
H 5.492 1.037 -2.973
H 6.358 -3.396 0.878
H 4.778 -3.888 -0.631
H 2.074 -1.452 1.775
H 2.385 -1.352 3.467
H 3.070 -3.869 1.959
H 2.827 -3.648 3.688
H -0.647 -3.668 0.384
H 0.208 -2.158 0.637
H 1.032 -3.543 0.083
H 1.357 -6.011 1.718
H -0.288 -6.036 2.289
H 1.074 -6.027 3.401
H -1.061 -1.611 2.677
H -2.502 -0.834 4.301
H -2.692 -1.929 6.378
H -1.332 -3.837 6.805
H 0.116 -4.632 5.171
C -6.014 3.190 6.218
C -5.978 1.733 5.789
O -4.708 1.121 5.929
C -4.174 1.085 7.239
C -5.039 0.335 8.238
H -5.286 3.771 5.654
H -7.005 3.607 6.044
H -5.785 3.311 7.277
H -6.220 1.663 4.729
H -6.741 1.155 6.321
H -3.963 2.099 7.595
H -3.211 0.581 7.151
H -6.014 0.804 8.370
H -4.550 0.306 9.211
H -5.210 -0.688 7.903
```

Its HOMO-LUMO gap is 0.236 hartree. As for the net charge: +1. Its spin multiplicity is 1.



4.
The following is a DFT calculation (the ωB97M-V functional and the def2-TZVPD basis) of 7 unconnected molecules or ions with the total composition C31H58FNO9.

```
100
C31H58FNO9 | the Open Molecules 2025 dataset | the ωB97M-V functional and the def2-TZVPD basis
C -0.220 -3.072 0.893
C -1.791 -3.399 0.705
F -2.108 -4.353 1.785
C -2.149 -4.147 -0.661
C -2.910 -3.194 -1.747
C -3.332 -4.226 -2.934
O -4.114 -5.213 -2.650
O -2.905 -4.111 -4.230
C -4.275 -2.646 -1.122
C -4.480 -1.065 -1.044
C -6.019 -0.794 -1.520
C -4.471 -0.563 0.511
N -3.643 -0.233 -1.946
O -4.137 -0.104 -3.152
C -2.196 -0.571 -1.941
C -1.376 -0.091 -0.643
C -1.547 0.270 -3.183
C -1.836 -2.111 -2.222
H -0.102 -1.993 1.281
H 0.354 -3.170 -0.101
H 0.234 -3.813 1.627
H -2.454 -2.497 0.899
H -2.816 -5.054 -0.425
H -1.168 -4.458 -1.172
H -4.390 -3.123 -0.076
H -5.152 -3.085 -1.730
H -6.685 -1.273 -0.706
H -6.237 0.317 -1.623
H -6.265 -1.366 -2.483
H -3.745 0.297 0.693
H -5.514 -0.151 0.789
H -4.294 -1.431 1.243
H -1.341 1.062 -0.630
H -0.275 -0.427 -0.773
H -1.732 -0.540 0.341
H -0.405 0.265 -3.069
H -1.783 -0.214 -4.185
H -1.888 1.370 -3.099
H -0.846 -2.315 -1.667
H -1.557 -2.193 -3.338
C 3.366 -0.085 -1.448
C 2.305 -0.911 -2.124
O 1.134 -0.822 -1.804
C 2.747 -1.854 -3.212
H 2.903 0.546 -0.687
H 4.094 -0.738 -0.964
H 3.861 0.557 -2.180
H 3.448 -2.587 -2.807
H 3.214 -1.292 -4.024
H 1.877 -2.383 -3.608
C 5.372 -0.357 2.619
C 5.767 0.700 1.623
O 4.980 1.104 0.786
C 7.172 1.237 1.703
H 4.335 -0.651 2.444
H 6.009 -1.237 2.501
H 5.457 0.037 3.633
H 7.888 0.429 1.543
H 7.336 1.701 2.673
H 7.315 1.991 0.925
C 1.791 -2.386 6.134
C 3.143 -1.784 5.856
O 3.767 -2.071 4.853
C 3.691 -0.813 6.868
H 1.523 -3.065 5.322
H 1.821 -2.952 7.068
H 1.038 -1.597 6.193
H 3.805 -1.309 7.835
H 3.022 0.045 6.960
H 4.671 -0.461 6.538
C -10.282 -0.314 -3.413
C -9.729 0.570 -2.326
O -9.350 0.107 -1.269
C -9.662 2.049 -2.602
H -10.270 -1.352 -3.076
H -11.314 -0.030 -3.634
H -9.666 -0.230 -4.310
H -10.666 2.438 -2.787
H -9.019 2.238 -3.464
H -9.243 2.560 -1.733
C 9.330 4.839 3.759
C 9.681 3.542 3.081
O 9.094 2.510 3.348
C 10.788 3.570 2.060
H 8.517 4.669 4.468
H 10.196 5.221 4.304
H 8.999 5.569 3.017
H 11.718 3.895 2.530
H 10.521 4.244 1.243
H 10.932 2.567 1.655
C 0.436 4.237 -2.153
C -1.024 4.010 -1.865
O -1.495 2.890 -1.843
C -1.878 5.223 -1.606
H 0.926 3.275 -2.319
H 0.548 4.847 -3.052
H 0.911 4.729 -1.301
H -1.870 5.877 -2.481
H -1.507 5.759 -0.730
H -2.906 4.908 -1.415
```

Its HOMO-LUMO gap (spin up / spin down) is 0.186 / 0.186 hartree. For the energy above the lowest of the compared OMol25 structures with the same formula, charge and spin, the calculation gives 229.1 kJ/mol. As for the expectation value of S²: 0.75. As for the net charge: -1. Its spin multiplicity is 2.



Number 1: E -5275.40611 a.u.. Number 2: E -6615.97777 a.u.. Number 3: E -2768.14459 a.u.. Number 4: E -2047.60818 a.u..